{
  "formula": "C16H31HfNO3P2",
  "method": "the ωB97M-V functional and the def2-TZVPD basis",
  "symbols": ["H", "H", "C", "H", "H", "H", "C", "H", "C", "H", "O", "H", "C", "P", "H", "H", "C", "H", "Hf", "C", "H", "H", "H", "H", "C", "H", "H", "O", "H", "P", "H", "C", "C", "C", "H", "H", "H", "H", "N", "H", "H", "H", "C", "H", "C", "H", "H", "H", "C", "O", "C", "H", "C", "C"],
  "coordinates": [[-1.25831, 0.23404, -1.05009], [1.32882, 1.91182, -1.81788], [-1.09918, -2.66076, -1.48367], [1.26949, 3.34578, 1.53795], [-1.37878, -2.58930, 3.05237], [0.45461, -0.37095, 5.08972], [-2.01503, 3.73745, -2.52676], [-0.49178, -3.01679, 1.54080], [0.32150, -2.49538, -1.46802], [-1.45578, 4.19797, -3.33651], [3.83652, -1.11982, 1.15750], [-0.02222, -3.76143, 3.10896], [-0.12329, -0.40454, 4.15905], [-0.97997, 2.56982, -1.61829], [-2.81907, -3.51086, -2.49831], [0.57885, 4.68244, 0.55826], [1.06732, -3.09063, -2.53975], [-2.87331, 3.18577, -2.93306], [1.72107, -0.52464, 0.71066], [-0.96108, -3.93058, -3.54821], [-1.95626, 1.67066, 1.27309], [1.68390, 3.46364, -0.11536], [-2.39045, 4.51549, -1.87564], [5.30236, -0.22301, -0.01700], [0.61012, 2.48281, -2.41273], [1.81255, -3.35141, 4.12016], [2.07862, -1.80392, 4.99409], [3.36714, 0.35579, -0.39200], [1.02753, 3.47810, -2.59243], [0.78060, -1.49606, 2.98349], [-1.01249, 3.52686, -0.34840], [4.24509, -0.31640, 0.24627], [2.06533, -2.28850, 4.00884], [-1.28044, 2.51595, 1.42439], [-2.73522, 1.16775, -0.71722], [-1.67915, -2.26502, -0.63957], [-0.21875, 0.60073, 3.72540], [2.15093, -2.99444, -2.47110], [0.92338, -1.84685, -0.46921], [-1.87602, 3.41162, 1.64975], [0.50331, 1.98047, -3.37938], [-0.71615, 2.23009, 2.31826], [0.85468, 3.61829, 0.56545], [3.04669, -2.18328, 3.51830], [0.44690, -3.78375, -3.53840], [-1.45330, -4.53533, -4.32430], [-2.30372, 0.75325, -2.39294], [-1.11030, -0.84165, 4.34593], [-0.38784, 2.78773, 0.18485], [0.55646, 1.08713, 0.34076], [-0.40118, -2.85171, 2.62632], [1.04048, -4.25856, -4.33039], [-1.89271, 1.05879, -1.42540], [-1.72868, -3.35716, -2.49490]],
  "nbo_charge": [0.332, 0.314, -0.265, 0.231, 0.229, 0.233, -0.990, 0.288, 0.184, 0.261, -0.752, 0.231, -0.911, 1.609, 0.199, 0.189, -0.282, 0.264, 2.009, -0.303, 0.208, 0.214, 0.266, 0.135, -0.987, 0.240, 0.234, -0.709, 0.251, 0.794, 0.007, 0.647, -0.928, -0.592, 0.257, 0.186, 0.252, 0.206, -1.056, 0.191, 0.252, 0.222, -0.601, 0.263, -0.205, 0.200, 0.239, 0.237, -0.293, -1.266, -0.913, 0.201, -0.996, -0.225],
  "homo_ev": -5.728,
  "orbital_gap_ev": 6.19,
  "multiplicity": 1
}


{
  "formula": "C10H15N2O",
  "method": "the ωB97M-V functional and the def2-TZVPD basis",
  "symbols": ["H", "C", "C", "H", "H", "C", "H", "H", "H", "C", "C", "N", "H", "C", "H", "H", "H", "C", "H", "C", "C", "H", "H", "N", "C", "O", "H", "H"],
  "coordinates": [[-1.89432, -0.50109, 2.20170], [-0.66942, -0.12850, -0.62332], [3.99706, 0.90073, 0.01407], [1.00027, -1.58855, 0.36325], [0.24246, 1.89038, 0.26356], [-2.18005, -0.89542, 1.20042], [-1.63508, -1.76377, 0.92182], [-1.64258, 1.81821, 0.68783], [4.83632, 1.64064, -0.11628], [-2.07673, -0.06678, -0.04973], [-2.51209, 1.37612, 0.21519], [0.38182, 0.85014, 0.30780], [-3.47468, 1.33030, 0.79635], [-3.01891, -0.66829, -1.12011], [-2.65443, -0.47327, -2.21860], [-3.30286, -1.22571, 1.31717], [2.46804, 2.35507, 0.06930], [4.27068, -0.45678, -0.07500], [-3.19138, -1.74450, -1.06542], [1.89859, -0.91811, 0.08886], [3.23877, -1.35515, 0.08000], [5.30740, -0.74890, -0.26721], [3.42488, -2.40399, 0.10309], [1.68061, 0.39009, 0.14139], [2.70868, 1.26889, 0.14604], [-0.27663, -0.65695, -1.62055], [-4.06943, -0.15631, -1.05564], [-2.85700, 1.93149, -0.70599]],
  "nbo_charge": [0.241, 0.793, -0.208, 0.261, 0.419, -0.602, 0.205, 0.197, 0.270, -0.214, -0.594, -0.547, 0.247, -0.612, 0.239, 0.244, 0.242, -0.121, 0.231, 0.077, -0.207, 0.255, 0.256, -0.106, 0.043, -0.478, 0.233, 0.234],
  "homo_ev": -13.681,
  "orbital_gap_ev": 9.52,
  "multiplicity": 1,
  "smiles": "CC(C)(C)C(=O)N[n+]1ccccc1",
  "charge": 1
}


{
  "formula": "C4H6O2",
  "method": "the ωB97M-V functional and the def2-TZVPD basis",
  "symbols": ["O", "C", "H", "H", "H", "O", "H", "C", "H", "C", "C", "H"],
  "coordinates": [[0.65136, 1.91379, 0.00277], [1.21349, -0.46430, -0.43932], [0.63669, -1.37441, -0.43112], [3.02246, 0.16290, -0.53751], [-1.14220, 0.55955, 1.78644], [2.52847, -0.60381, -0.85296], [-1.87341, 1.10213, -0.51285], [-1.27590, -0.21382, 1.03383], [-1.78247, -0.68473, -0.97377], [0.73738, 0.75462, -0.20742], [-1.66706, 0.07897, -0.20949], [-1.04881, -1.23087, 1.34141]],
  "nbo_charge": [-0.501, -0.182, 0.218, 0.476, 0.210, -0.673, 0.213, -0.380, 0.205, 0.604, -0.393, 0.202],
  "homo_ev": -8.256,
  "orbital_gap_ev": 8.89,
  "multiplicity": 1,
  "smiles": "O=C=CO.C=C"
}


{
  "formula": "C6H16S2",
  "method": "the ωB97M-V functional and the def2-TZVPD basis",
  "symbols": ["S", "H", "H", "H", "H", "S", "C", "H", "H", "H", "H", "H", "C", "C", "H", "C", "H", "C", "H", "C", "H", "H", "H", "H"],
  "coordinates": [[0.90430, -1.22161, 0.94655], [-1.08845, -3.16547, -1.06540], [-2.59899, -4.05546, -0.56707], [0.71887, -1.17444, 2.29295], [-3.01268, 0.77649, 1.11297], [-2.44574, -1.97323, 0.53374], [2.94179, 2.09102, -0.71380], [2.86236, 3.01368, -0.11937], [2.92860, 2.36464, -1.76931], [3.85940, 1.58126, -0.41061], [-2.60202, -2.71667, -1.77532], [-1.73047, -0.27353, -1.25818], [-2.07643, 0.88240, 0.56635], [-1.72149, -0.38294, -0.16498], [0.92264, 1.28182, 1.57995], [1.75281, 1.11586, -0.49379], [0.84624, 1.62690, -0.84512], [-2.16593, -3.10492, -0.87052], [-2.15028, 1.72712, -0.11637], [1.66131, 0.74746, 0.97241], [1.84607, 0.16308, -1.03244], [-0.99260, -1.05367, 0.46175], [2.62577, 0.59153, 1.45580], [-1.28509, 1.15868, 1.27980]],
  "nbo_charge": [-0.147, 0.210, 0.233, 0.140, 0.216, 0.146, -0.604, 0.207, 0.215, 0.205, 0.214, 0.220, -0.633, -0.645, 0.213, -0.443, 0.210, -0.727, 0.216, -0.345, 0.214, 0.284, 0.212, 0.190],
  "homo_ev": -7.128,
  "orbital_gap_ev": 7.83,
  "multiplicity": 1
}


{
  "formula": "C3H4P2",
  "method": "the ωB97M-V functional and the def2-TZVPD basis",
  "symbols": ["P", "C", "C", "C", "H", "P", "H", "H", "H"],
  "coordinates": [[-0.22613, 1.58236, 0.43135], [-0.84461, -1.33090, 0.47146], [1.04504, 0.39695, -0.31016], [-0.13886, -0.29151, 0.30067], [1.38580, 0.10707, -1.26378], [-0.93889, 3.00701, -0.90144], [-1.79836, -1.49134, 1.08876], [-0.50793, -2.22581, 0.04520], [2.02395, 0.24618, 0.13793]],
  "nbo_charge": [0.339, -0.385, -0.721, -0.166, 0.246, 0.018, 0.224, 0.202, 0.244],
  "homo_ev": [-8.067, -7.773],
  "orbital_gap_ev": [6.45, 6.28],
  "multiplicity": 1,
  "smiles": "C=C1CP1#P"
}


{
  "formula": "C3H3O4Pr",
  "method": "the ωB97M-V functional and the def2-TZVPD basis",
  "symbols": ["C", "C", "H", "O", "C", "O", "O", "Pr", "O", "H", "H"],
  "coordinates": [[0.50679, -3.62181, 2.04128], [-0.13129, 1.12634, -1.54787], [-0.80161, 3.20648, -0.95951], [-0.43439, 1.99640, 0.62020], [-0.45141, 2.23618, -0.57615], [0.40521, -2.47186, 2.24967], [0.24836, -0.01068, -0.92535], [0.37613, -0.02446, 1.60909], [0.63683, -4.76072, 2.00364], [-0.99531, 0.90041, -2.21869], [0.64068, 1.42372, -2.29630]],
  "mulliken_spin": [0.000, 0.048, 0.004, -0.006, -0.010, -0.001, 0.789, 2.011, -0.001, 0.085, 0.081],
  "homo_ev": [-25.059, -24.932],
  "orbital_gap_ev": [7.80, 7.92],
  "multiplicity": 4,
  "s_squared": 3.756,
  "charge": 3
}


For each record above, in turn, the calculated energy above the lowest of the compared OMol25 structures with the same formula, charge and spin values are 63.4; 32.9; 75.6; 83.3; 70.3; 0.0 kcal/mol.